{"formula": "C3H11N3O", "method": "ωB97M-V/def2-TZVPD", "e_homo_ev": -6.0, "orbital_gap_ev": 6.67, "relative_energy_ev": 6.542, "symbols": ["O", "N", "N", "N", "C", "C", "C", "H", "H", "H", "H", "H", "H", "H", "H", "H", "H", "H"], "xyz": [[-0.893105, -0.406070, 2.057839], [-1.010753, 0.730338, 1.133656], [-0.726161, -1.371101, -0.618050], [-1.186965, 0.600938, -1.801790], [0.706239, 0.557136, -0.244907], [-0.476378, -0.044466, -0.817546], [1.704677, -0.146609, 0.642500], [2.626052, -0.360511, 0.095709], [-1.784846, 0.058145, -2.407605], [1.129872, 0.101044, -1.478570], [-1.124106, 1.572321, 1.706416], [1.944541, 0.489250, 1.496149], [-0.254258, -0.195630, 2.758049], [0.780571, 1.633058, -0.340935], [-0.767926, 1.402398, -2.248031], [-0.877392, -1.599711, 0.369224], [-1.173505, -1.912453, -1.342043], [1.383442, -1.108078, 1.039935]], "forces_ev_per_angstrom": [[-0.4, -0.1, 0.4], [-0.1, 0.1, 0.8], [0.2, 0.5, 0.3], [0.7, -0.5, 0.4], [1.2, -1.5, -4.1], [-1.3, 0.2, 0.2], [0.1, -0.1, 0.5], [-0.1, 0.3, 0.1], [0.0, 0.0, 0.3], [0.6, 1.1, 1.4], [-0.3, -0.2, 0.0], [0.0, 0.0, 0.0], [-0.1, 0.0, -0.5], [-0.1, -0.1, 0.1], [0.1, -0.1, 0.2], [0.2, -0.1, -0.3], [-0.3, 0.3, 0.3], [-0.4, 0.1, -0.1]], "nbo_charge": [-0.6839, -0.7170, -0.8471, -0.7814, -0.2845, 0.6017, -0.6255, 0.2182, 0.3892, 0.0532, 0.3091, 0.2171, 0.4445, 0.2394, 0.3956, 0.4522, 0.3882, 0.2310]}


{"formula": "C30H32CoN5", "method": "ωB97M-V/def2-TZVPD", "e_homo_ev": [-3.6, -3.3], "orbital_gap_ev": [6.46, 6.15], "total_charge": -1, "spin_multiplicity": 2, "symbols": ["Co", "N", "N", "N", "N", "N", "C", "C", "C", "C", "C", "C", "C", "C", "C", "C", "C", "C", "C", "C", "C", "C", "C", "C", "C", "C", "C", "C", "C", "C", "C", "C", "C", "C", "C", "C", "H", "H", "H", "H", "H", "H", "H", "H", "H", "H", "H", "H", "H", "H", "H", "H", "H", "H", "H", "H", "H", "H", "H", "H", "H", "H", "H", "H", "H", "H", "H", "H"], "xyz": [[0.291876, -0.239142, -0.140857], [0.163064, -0.318945, 1.825007], [-0.650025, 1.458081, 0.245844], [5.281075, 5.590205, -0.267175], [0.040224, -0.029185, -2.043055], [-1.309033, -1.493334, -0.513206], [3.053119, 0.645976, -0.264271], [-0.788603, 2.438210, -0.810779], [3.660436, 2.701610, 0.903735], [3.652606, 1.197838, -1.420342], [4.807775, 4.538511, -0.266936], [4.211494, 2.456116, -1.426205], [0.615490, -2.741072, 2.041575], [-1.290976, -1.901438, -4.963428], [-2.610236, 2.412518, 4.211774], [-2.164820, -2.982583, -2.199153], [0.875044, -1.335111, 2.575397], [-1.108016, 0.439543, 3.737518], [-2.602950, 3.049386, 2.971977], [2.385764, -0.632666, -0.283386], [-0.625102, -0.957121, -2.680398], [-1.133048, 1.608031, 1.442447], [0.430191, 2.379063, -1.735422], [-1.979234, 2.707388, 1.797033], [4.223931, 3.236263, -0.265126], [-2.060299, -3.028768, -4.717436], [0.435480, 1.194418, -2.706864], [3.097459, 1.448390, 0.903184], [-0.805540, -3.263362, 2.316431], [-0.673735, 0.529176, 2.386130], [-2.435301, -3.482311, -3.454689], [-0.694922, -1.001213, -4.099608], [-1.707424, -3.412198, 1.090984], [-2.185456, -2.089512, 0.473419], [-1.378940, -1.868223, -1.763435], [-1.934955, 1.242317, 4.506962], [2.598132, -1.206307, -1.186855], [-2.070967, 0.879178, 5.522473], [0.817334, -2.746007, 0.967106], [-0.280698, 1.424273, -3.505072], [4.657759, 2.850511, -2.331433], [0.468108, 3.293112, -2.335801], [3.660981, 0.604726, -2.327953], [-0.116504, -0.237070, -4.601423], [1.944003, -1.120555, 2.479572], [2.630541, 1.074322, 1.807178], [-1.110455, -1.686695, -6.013607], [-2.405366, -3.593725, -5.574548], [-2.305834, -1.360378, 1.279182], [-0.741954, -0.419419, 4.278957], [1.349034, -3.408064, 2.503681], [-1.711613, 2.255179, -1.378987], [-3.180502, -2.234719, 0.036232], [-1.197216, -4.010899, 0.330494], [-3.197828, 2.864446, 5.001473], [-0.738401, -4.241954, 2.800523], [1.322631, 2.375609, -1.109284], [-3.055613, -4.374877, -3.451491], [-3.194963, 3.958932, 2.915204], [0.665876, -1.315780, 3.644816], [2.573882, -1.231477, 0.604742], [1.425555, 1.108505, -3.171363], [-1.305422, -2.604707, 3.035621], [3.661842, 3.296105, 1.809308], [-2.595553, -3.978073, 1.392323], [-0.847442, 3.453498, -0.407964], [-2.183411, 3.382289, 0.978175], [-2.622336, -3.546805, -1.398916]], "forces_ev_per_angstrom": [[0.0, 0.1, 0.0], [-0.1, 0.1, 0.0], [0.1, 0.0, 0.0], [0.0, 0.0, 0.0], [0.0, 0.0, 0.1], [0.1, 0.0, 0.0], [0.0, 0.0, 0.0], [0.0, 0.0, 0.0], [0.0, 0.0, 0.0], [0.0, 0.0, 0.0], [0.0, 0.0, 0.0], [0.0, 0.0, 0.0], [0.0, 0.0, 0.0], [0.0, 0.0, 0.1], [0.0, 0.0, 0.0], [0.0, 0.0, -0.1], [0.0, -0.1, 0.0], [0.0, 0.0, 0.1], [0.0, -0.1, 0.0], [0.0, -0.1, 0.0], [0.0, 0.0, 0.0], [0.0, 0.0, -0.1], [0.0, 0.0, 0.0], [0.0, 0.0, 0.0], [0.0, -0.1, 0.0], [0.0, 0.0, 0.0], [0.0, 0.1, 0.0], [0.0, 0.0, 0.0], [0.0, 0.0, 0.0], [0.0, 0.0, 0.0], [0.1, 0.1, 0.0], [0.0, -0.1, -0.2], [0.0, 0.0, 0.0], [0.0, 0.0, 0.0], [-0.1, -0.1, 0.1], [0.0, 0.0, -0.1], [0.0, 0.0, 0.0], [0.0, 0.0, 0.0], [0.0, 0.0, 0.0], [0.0, 0.0, 0.0], [0.0, 0.0, 0.0], [0.0, 0.0, 0.0], [0.0, 0.0, 0.0], [0.0, 0.0, 0.0], [0.0, 0.0, 0.0], [0.0, 0.0, 0.0], [0.0, 0.0, 0.0], [0.0, 0.0, 0.0], [0.0, 0.0, 0.0], [0.0, 0.0, 0.0], [0.0, 0.0, 0.0], [0.0, 0.0, 0.0], [0.0, 0.0, 0.0], [0.0, 0.0, 0.0], [0.0, 0.0, 0.0], [0.0, 0.0, 0.0], [0.0, 0.0, 0.0], [0.0, 0.0, 0.0], [0.0, 0.0, 0.0], [0.0, 0.0, 0.0], [0.0, 0.0, 0.0], [0.0, 0.0, 0.0], [0.0, 0.0, 0.0], [0.0, 0.0, 0.0], [0.0, 0.0, 0.0], [0.0, 0.0, 0.0], [0.0, 0.0, 0.0], [0.0, 0.0, 0.0]], "nbo_charge": [1.0683, -0.5795, -0.5323, -0.3970, -0.5215, -0.5817, 0.1572, -0.2367, -0.1383, -0.3039, 0.3119, -0.1482, -0.4159, -0.1364, -0.3485, -0.3789, -0.2220, -0.3962, -0.1417, -0.8717, 0.2231, 0.2131, -0.3982, -0.3481, -0.2892, -0.3498, -0.2336, -0.2968, -0.3878, 0.3317, -0.1388, -0.3634, -0.4066, -0.2407, 0.3042, -0.1378, 0.1955, 0.1924, 0.2203, 0.1802, 0.2095, 0.2019, 0.2032, 0.2029, 0.1973, 0.2125, 0.1933, 0.1944, 0.2031, 0.1947, 0.1987, 0.1895, 0.1820, 0.2026, 0.1944, 0.1952, 0.2244, 0.1928, 0.1938, 0.1773, 0.1930, 0.1957, 0.1954, 0.2115, 0.1969, 0.1862, 0.2009, 0.2003]}


{"formula": "C4H10NOS2", "method": "ωB97M-V/def2-TZVPD", "e_homo_ev": [-16.9, -16.9], "orbital_gap_ev": [4.37, 4.30], "total_charge": 2, "spin_multiplicity": 2, "relative_energy_ev": 7.320, "symbols": ["S", "S", "O", "N", "C", "C", "C", "C", "H", "H", "H", "H", "H", "H", "H", "H", "H", "H"], "xyz": [[2.290475, 0.053670, -0.209579], [-3.184102, -1.865477, 0.206074], [-2.050025, 2.621604, -0.535007], [-0.796581, -0.358558, 0.799006], [-1.229314, 1.837514, -0.164989], [3.893718, -0.659096, -0.377258], [-3.113493, -0.100346, -0.219749], [-1.536487, 0.269434, -0.255422], [2.458681, -0.581287, 1.747203], [-3.692142, 0.275570, -1.066369], [-3.462641, 0.379512, 0.720507], [-1.232667, -1.308041, 0.887959], [4.096826, -0.947802, -1.401443], [0.228706, -0.295482, 0.598571], [-0.284529, 2.142078, 0.308676], [4.654812, 0.108825, -0.054864], [-1.001967, 0.025489, -1.191234], [3.960723, -1.597606, 0.207920]], "forces_ev_per_angstrom": [[1.2, -1.2, 3.5], [-1.0, 1.9, -0.4], [0.5, -0.3, 0.1], [-0.4, -1.3, -0.8], [-1.9, -0.4, -0.1], [0.9, -0.5, -0.1], [2.7, -1.5, -0.2], [0.5, 2.1, 0.4], [-0.7, 1.3, -2.9], [-0.1, -0.4, 0.1], [-0.1, -0.1, 0.2], [1.5, 0.6, 0.5], [-0.1, 0.4, -0.5], [-1.7, -0.5, 0.8], [0.3, -0.1, 0.0], [-0.6, -0.6, -0.1], [-1.2, -0.2, -0.5], [0.1, 0.7, 0.0]], "nbo_charge": [0.5829, 0.6767, -0.4109, -0.7059, 0.4165, -0.8579, -0.6396, -0.1555, 0.3317, 0.3174, 0.3709, 0.3891, 0.2999, 0.3634, 0.1356, 0.3359, 0.2539, 0.2958]}


{"formula": "C48H43CdN10O5S5", "method": "ωB97M-V/def2-TZVPD", "e_homo_ev": -4.2, "orbital_gap_ev": 5.47, "total_charge": -1, "relative_energy_ev": 0.000, "symbols": ["Cd", "S", "S", "S", "S", "S", "O", "O", "O", "O", "O", "N", "N", "N", "N", "N", "N", "N", "N", "N", "N", "C", "C", "C", "C", "C", "C", "C", "C", "C", "C", "C", "C", "C", "C", "C", "C", "C", "C", "C", "C", "C", "C", "C", "C", "C", "C", "C", "C", "C", "C", "C", "C", "C", "C", "C", "C", "C", "C", "C", "C", "C", "C", "C", "C", "C", "C", "C", "C", "H", "H", "H", "H", "H", "H", "H", "H", "H", "H", "H", "H", "H", "H", "H", "H", "H", "H", "H", "H", "H", "H", "H", "H", "H", "H", "H", "H", "H", "H", "H", "H", "H", "H", "H", "H", "H", "H", "H", "H", "H", "H", "H"], "xyz": [[1.312743, -0.304388, -0.305954], [-4.017002, 0.050204, -1.416969], [-5.612852, -2.187357, -0.158905], [4.981560, -1.284390, 2.447377], [2.132577, -2.025664, 3.864579], [1.929737, -1.761107, -2.423182], [-3.696258, -2.542058, -1.801188], [0.817765, -1.761895, 4.399495], [5.250083, -6.905666, 0.504595], [5.766609, -7.333570, -1.590702], [3.280540, -1.694904, 4.685382], [-0.360602, 0.875346, 1.226270], [2.193157, -1.318730, 2.434021], [-0.237474, 1.053121, -1.528244], [3.352408, -0.524175, 0.622373], [2.672220, 1.766167, -1.721274], [2.161854, 2.057907, 1.665138], [-0.392216, -1.847871, 0.310172], [3.547372, 6.073220, -4.315048], [3.847801, 4.525917, -5.892776], [2.628864, -7.674124, 2.131789], [-1.830568, 2.814646, -1.549917], [-4.408844, -1.579478, -1.156985], [3.262517, 3.737788, -3.604175], [0.124480, 1.056324, 2.595342], [4.357666, -4.959656, -2.453470], [1.536461, 1.571512, 2.730130], [3.990984, 8.050022, -5.807325], [-0.665200, 2.158116, 0.590214], [4.483704, 7.429731, -8.103010], [-1.379399, -4.020632, 0.249977], [2.238700, -3.745000, 3.498247], [-1.319393, 1.645838, -3.565196], [1.150982, -4.380419, 2.908509], [2.153334, 1.471635, 3.978691], [3.467240, 1.861349, 4.106657], [3.857401, 6.693860, -5.512408], [3.549341, 4.796790, -4.581100], [-0.374716, -3.130403, -0.070261], [3.431358, -4.430506, 3.678680], [-2.464656, -2.247179, 1.411076], [3.621066, -3.854125, -2.821750], [2.930143, -3.083323, -1.870322], [-2.608805, -2.177024, -2.639512], [4.358815, 6.081348, -7.829956], [-1.425622, -1.410218, 1.026879], [2.429387, 3.054326, -1.476228], [1.270396, -5.684523, 2.471921], [3.548661, -5.740785, 3.247127], [3.787171, -4.578547, -0.161789], [3.434827, 2.446402, 1.804326], [3.214170, 1.452985, -2.895865], [-2.452246, -3.564351, 1.001582], [4.447380, -5.352966, -1.114348], [4.129876, 2.366206, 2.991034], [3.353998, -1.043657, 1.844464], [2.480661, -6.373580, 2.610024], [4.614219, -0.329527, 0.127149], [-0.436283, 0.875717, -2.835165], [2.702374, 4.069049, -2.375771], [-0.924744, 1.997891, -0.888551], [3.044753, -3.473125, -0.528241], [-1.587918, 0.068056, 1.252502], [-2.028350, 2.637750, -2.906119], [4.045219, 5.737187, -6.519478], [3.528237, 2.399000, -3.859985], [4.303206, 8.401028, -7.105140], [5.618978, -0.685032, 0.950797], [5.165577, -6.563314, -0.648717], [3.555909, -3.570499, -3.864284], [3.843927, 3.620208, -6.325059], [4.264835, -3.925290, 4.147889], [4.485676, -6.271311, 3.359465], [-1.466755, 1.450425, -4.617866], [3.379269, 0.395623, -3.073481], [1.925520, -7.935131, 1.457269], [-0.558219, 1.723732, 3.147513], [0.131954, 0.077223, -3.299481], [-1.828532, -1.660891, -2.077334], [3.857279, -4.858351, 0.880552], [3.981428, 1.744868, 5.051714], [0.428843, -6.170542, 1.990549], [3.983156, 2.068144, -4.785133], [0.465145, -3.432801, -0.681444], [4.864527, -5.501321, -3.247396], [6.678640, -0.627747, 0.768538], [-1.542908, 2.627072, 1.057226], [-1.335220, -5.037318, -0.116048], [5.167451, 2.667368, 3.036862], [4.724751, 0.077654, -0.866620], [1.991640, 3.269469, -0.507897], [0.092014, 0.085578, 3.091799], [-3.314002, -1.843320, 1.944624], [2.534440, -2.916125, 0.247029], [-2.136803, 0.235828, 2.185979], [-3.295984, -4.204972, 1.219058], [2.484991, 5.101443, -2.141650], [3.849180, 8.793179, -5.034177], [-2.396273, 3.549184, -0.992341], [4.411480, 9.445950, -7.364861], [1.617545, 1.023074, 4.805481], [0.187238, 2.819879, 0.736797], [3.920232, 2.815994, 0.906969], [4.498733, 5.334741, -8.600862], [5.598181, -6.967561, -2.465481], [-2.223163, -3.117599, -3.031517], [-2.752115, 3.242321, -3.436493], [-2.937229, -1.526959, -3.451894], [4.726334, 7.745790, -9.109167], [0.220149, -3.841770, 2.778694], [-2.254911, 0.391957, 0.445854], [3.555522, -7.842764, 1.760531]], "forces_ev_per_angstrom": [[0.0, -0.1, 0.0], [0.0, 0.0, 0.0], [0.0, 0.0, 0.0], [0.0, 0.0, 0.0], [0.0, 0.0, 0.0], [0.0, 0.1, 0.0], [0.0, 0.0, 0.0], [0.0, 0.0, 0.0], [-0.1, 0.0, 0.0], [0.0, 0.0, 0.0], [0.0, 0.0, 0.0], [0.0, 0.0, 0.0], [0.0, 0.0, 0.0], [0.0, 0.0, 0.0], [0.0, 0.0, 0.1], [0.0, 0.0, 0.0], [0.0, 0.0, 0.0], [0.0, 0.0, 0.0], [0.0, 0.0, 0.0], [0.0, 0.0, 0.0], [0.0, 0.0, -0.1], [0.0, 0.0, 0.0], [0.0, 0.0, 0.0], [0.0, 0.0, 0.0], [0.0, 0.0, 0.0], [0.0, 0.0, 0.0], [0.0, 0.0, 0.0], [0.0, 0.0, 0.0], [0.0, 0.0, 0.0], [0.0, 0.0, 0.0], [0.0, 0.0, 0.0], [-0.1, 0.0, 0.0], [0.0, 0.0, 0.0], [0.0, 0.0, 0.0], [0.0, 0.0, 0.0], [0.0, 0.0, 0.0], [0.0, 0.0, 0.0], [0.0, 0.0, 0.0], [0.1, 0.0, 0.0], [0.0, 0.0, 0.0], [0.0, 0.0, 0.0], [0.0, 0.0, 0.0], [-0.1, -0.1, 0.0], [0.0, 0.0, 0.0], [0.0, 0.0, 0.0], [0.0, 0.0, 0.0], [0.0, 0.0, 0.0], [0.0, 0.0, 0.0], [0.0, 0.0, 0.0], [0.0, 0.0, 0.0], [0.0, 0.0, 0.0], [0.0, 0.0, 0.0], [0.0, -0.1, 0.0], [-0.1, 0.0, 0.0], [0.0, 0.0, 0.0], [0.0, 0.0, 0.0], [0.0, 0.1, 0.0], [0.0, 0.0, 0.0], [0.0, 0.0, 0.0], [0.0, 0.0, 0.0], [0.0, 0.0, 0.0], [0.0, 0.0, 0.1], [0.0, 0.0, 0.0], [0.0, 0.0, 0.0], [0.0, 0.0, 0.0], [0.0, 0.0, 0.0], [0.0, 0.0, 0.0], [0.0, 0.0, 0.0], [0.1, 0.1, 0.0], [0.0, 0.0, 0.0], [0.0, 0.0, 0.0], [0.0, 0.0, 0.0], [0.0, 0.0, 0.0], [0.0, 0.0, 0.0], [0.0, 0.0, 0.0], [0.0, 0.0, 0.0], [0.0, 0.0, 0.0], [0.0, 0.0, 0.0], [0.0, 0.0, 0.0], [0.0, 0.0, 0.0], [0.0, 0.0, 0.0], [0.0, 0.0, 0.0], [0.0, 0.0, 0.0], [0.0, 0.0, 0.0], [0.0, 0.0, 0.0], [0.0, 0.0, 0.0], [0.0, 0.0, 0.0], [0.0, 0.0, 0.0], [0.0, 0.0, 0.0], [0.0, 0.0, 0.0], [0.0, 0.0, 0.0], [0.0, 0.0, 0.0], [0.0, 0.0, 0.0], [0.0, 0.0, 0.0], [0.0, 0.0, 0.0], [0.0, 0.0, 0.0], [0.0, 0.0, 0.0], [0.0, 0.0, 0.0], [0.0, 0.0, 0.0], [0.0, 0.0, 0.0], [0.0, 0.0, 0.0], [0.0, 0.0, 0.0], [0.0, 0.0, 0.0], [0.0, 0.0, 0.0], [0.0, 0.0, 0.0], [0.0, 0.0, 0.0], [0.0, 0.0, 0.0], [0.0, 0.0, 0.0], [0.0, 0.0, 0.0], [0.0, 0.0, 0.0], [0.0, 0.0, 0.0], [0.0, 0.0, 0.0]], "mulliken_charge": [4.3766, -0.3303, -0.4284, -0.1969, 1.5191, -0.5894, -0.3068, -0.8480, -0.5764, -0.5403, -0.7386, 1.8974, 0.1259, 1.1114, 0.4060, 0.4545, 0.3291, 1.8753, -0.6667, 0.0028, -0.6481, -0.7867, 0.1878, 1.2252, -1.7558, -0.8684, 0.3877, -0.7259, -1.9620, -0.3948, -0.7056, -0.8611, -0.9533, -0.3622, -0.7683, -0.4509, 0.5217, -0.2571, -1.1244, -0.2659, -0.9755, -1.7051, 0.3813, -0.5045, -1.0178, 0.7367, -0.2275, -0.7543, -0.6397, -0.3601, -0.1851, -0.4944, -0.9585, 0.8832, -0.8188, -0.1036, 0.8741, -1.5847, -0.8303, -1.1730, 0.5602, -0.0139, -1.9168, -0.7678, 0.6864, -1.1605, -0.4762, -0.5728, 0.4151, 0.4624, 0.1790, 0.4639, 0.2804, 0.5475, 0.4032, 0.2658, 0.5183, 0.3399, -0.0531, 0.6932, 0.4008, 0.3300, 0.3248, -0.1152, 0.2028, 0.4776, 0.4097, 0.6082, 0.4031, 0.1947, 0.3835, 0.5312, 0.5785, 0.0128, 0.3935, 0.3811, 0.5605, 0.4287, 0.5046, 0.3758, 0.3567, 0.6007, 0.3002, 0.3760, 0.2590, 0.2574, 0.4150, 0.3853, 0.3744, 0.5715, -0.2788, 0.2911]}


| no. | strongest force on any atom (eV/Å) |
| --- | --- |
| 1 | 4.6 |
| 2 | 0.2 |
| 3 | 3.9 |
| 4 | 0.1 |